# C44H110BN10O18Pb

A structure of composition C44H110BN10O18Pb at a distorted geometry (the ωB97M-V functional and the def2-TZVPD basis, OMol25).

Values from the calculation:
Net charge: +1
E (eV): -105082.68753
Multiplicity: 1
Max |F| (eV/A): 6.34
Gap between HOMO and LUMO (eV): 5.716
ΔE to the lowest compared entry with this formula, charge and spin (kJ/mol): 0.00
LUMO level (eV): -3.219

Positions of all 184 atoms, in Å:
Pb 9.760 0.329 -1.365
O 0.259 0.660 -1.076
C 1.390 0.249 -1.247
O 2.377 0.363 -0.317
B 3.600 -0.406 -0.910
O 3.162 -1.045 -2.135
C 1.874 -0.767 -2.371
O 1.194 -1.187 -3.375
O 4.297 -1.391 0.019
C 5.554 -0.950 0.270
O 6.328 -1.569 1.069
C 5.872 0.226 -0.749
O 4.645 0.562 -1.305
O 6.941 0.777 -0.926
C -1.397 -4.316 -0.431
C -1.153 -2.822 -0.076
C 0.011 -2.474 0.859
O -0.128 -3.085 2.154
C 0.770 -2.595 3.151
N -1.151 -2.058 -1.290
H -1.391 -5.034 0.389
H -0.606 -4.642 -1.107
H -2.283 -4.520 -1.033
H -1.962 -2.478 0.567
H 0.202 -1.404 0.941
H 0.983 -2.646 0.396
H 1.787 -2.427 2.796
H 0.910 -3.318 3.954
H 0.468 -1.630 3.557
H -0.598 -2.475 -2.026
H -0.921 -1.106 -1.044
C 8.395 0.834 3.121
C 9.166 0.746 1.796
C 10.682 0.998 1.857
O 11.229 0.962 0.569
C 12.597 1.299 0.546
N 8.850 -0.529 1.170
H 8.709 0.101 3.865
H 7.321 0.694 2.990
H 8.617 1.823 3.519
H 8.670 1.405 1.084
H 10.996 0.283 2.617
H 10.780 2.008 2.256
H 12.961 1.517 -0.458
H 13.214 0.581 1.085
H 12.635 2.292 0.995
H 7.867 -0.632 1.378
H 9.242 -1.362 1.585
C 8.099 -3.184 3.450
C 9.173 -4.138 3.035
C 10.581 -3.561 3.320
O 10.925 -2.596 2.263
C 12.253 -2.196 2.464
N 9.028 -5.352 3.823
H 8.077 -2.285 2.835
H 8.038 -2.919 4.505
H 7.168 -3.698 3.210
H 9.029 -4.471 2.007
H 11.360 -4.325 3.310
H 10.645 -3.062 4.287
H 12.540 -1.432 1.742
H 12.928 -3.046 2.374
H 12.296 -1.706 3.437
H 9.706 -6.029 3.502
H 8.118 -5.761 3.666
C 7.944 -3.923 -1.563
C 8.887 -2.752 -1.401
C 10.378 -3.034 -1.639
O 11.062 -1.818 -1.275
C 12.418 -1.933 -0.944
N 8.432 -1.650 -2.164
H 7.087 -3.789 -0.903
H 8.440 -4.851 -1.279
H 7.679 -4.154 -2.595
H 8.732 -2.505 -0.351
H 10.675 -3.223 -2.671
H 10.701 -3.812 -0.948
H 12.868 -1.112 -0.387
H 12.876 -2.056 -1.926
H 12.630 -2.882 -0.452
H 7.427 -1.660 -2.062
H 8.681 -1.867 -3.118
C 2.485 2.711 2.122
C 3.462 2.513 3.266
C 4.006 1.066 3.241
O 4.879 0.841 4.379
C 4.844 -0.494 4.840
N 4.580 3.502 3.285
H 2.245 3.772 2.052
H 1.526 2.231 2.316
H 2.920 2.552 1.136
H 2.811 2.642 4.131
H 4.490 0.857 2.287
H 3.140 0.406 3.277
H 3.847 -0.704 5.228
H 5.641 -0.744 5.540
H 5.000 -1.272 4.092
H 4.894 3.352 4.233
H 5.337 3.332 2.638
C 10.358 3.808 -2.437
C 8.968 3.665 -1.834
C 8.013 2.941 -2.759
O 8.475 1.679 -3.243
C 7.527 1.016 -4.079
N 9.138 2.890 -0.611
H 11.083 4.141 -1.694
H 10.372 4.337 -3.390
H 10.691 2.821 -2.757
H 8.601 4.667 -1.613
H 7.943 3.537 -3.668
H 7.029 3.022 -2.297
H 7.219 1.560 -4.972
H 6.604 0.852 -3.524
H 7.920 0.035 -4.344
H 8.237 3.041 -0.180
H 9.678 3.308 0.134
C -0.743 0.986 -4.154
C -1.293 2.267 -3.500
C -1.505 3.372 -4.538
O -2.052 4.571 -4.001
C -1.932 5.771 -4.850
N -2.603 1.871 -2.945
H -0.917 0.220 -3.399
H 0.307 1.058 -4.437
H -1.159 0.671 -5.112
H -0.597 2.571 -2.718
H -2.237 3.045 -5.277
H -0.524 3.564 -4.972
H -2.553 5.776 -5.746
H -0.881 5.973 -5.056
H -2.269 6.502 -4.115
H -2.898 1.474 -3.826
H -2.557 1.118 -2.274
C 7.005 -3.176 -5.032
C 5.803 -2.226 -4.871
C 4.560 -2.662 -5.645
O 4.776 -2.676 -7.049
C 4.988 -3.967 -7.579
N 5.565 -2.044 -3.466
H 6.625 -4.108 -4.615
H 7.839 -2.884 -4.395
H 7.492 -3.255 -6.004
H 6.262 -1.330 -5.287
H 3.695 -2.010 -5.523
H 4.168 -3.573 -5.194
H 5.518 -3.950 -8.532
H 4.017 -4.460 -7.619
H 5.608 -4.575 -6.921
H 4.995 -2.735 -2.999
H 4.882 -1.306 -3.565
C 2.704 2.827 -7.165
C 2.824 1.582 -6.232
C 1.869 0.429 -6.543
O 0.586 0.887 -6.903
C -0.080 -0.165 -7.656
N 4.234 1.257 -6.203
H 1.666 3.112 -7.337
H 3.228 2.637 -8.102
H 3.165 3.646 -6.612
H 2.642 1.859 -5.193
H 1.849 -0.472 -5.930
H 2.345 0.197 -7.496
H 0.231 -0.402 -8.674
H -1.074 0.257 -7.801
H -0.188 -1.089 -7.087
H 4.744 2.128 -6.166
H 4.518 0.797 -7.056
C -0.992 3.390 0.895
C -2.139 3.299 -0.139
C -3.563 3.257 0.404
O -4.539 2.983 -0.646
C -5.862 2.875 -0.079
N -1.987 4.471 -1.030
H -1.340 2.723 1.684
H -0.883 4.368 1.363
H -0.057 3.060 0.443
H -1.899 2.409 -0.720
H -3.764 4.209 0.894
H -3.592 2.517 1.204
H -5.814 2.074 0.658
H -6.496 2.530 -0.897
H -6.098 3.782 0.479
H -1.894 5.296 -0.455
H -1.087 4.284 -1.448

=====

# C44H110N2O20Y

A structure of composition C44H110N2O20Y at a distorted geometry (the ωB97M-V functional and the def2-TZVPD basis, OMol25).

Values from the calculation:
Net charge: +1
E (eV): -92354.89434
Multiplicity: 1
Max |F| (eV/A): 5.95
Gap between HOMO and LUMO (eV): 1.375
LUMO level (eV): -5.766

Positions of all 177 atoms, in Å:
Y -4.938 -3.030 3.050
C 0.356 2.778 0.473
C 1.043 1.697 -0.425
C 2.558 2.089 -0.515
C 3.573 1.008 -0.920
C 3.422 -0.189 -0.068
C 1.977 -0.721 0.041
N 0.956 0.356 0.294
O -0.415 -0.202 0.377
C 1.992 -1.720 1.162
C 1.827 -1.423 -1.347
C 0.547 1.620 -1.880
H 0.025 3.557 -0.214
H 1.007 3.079 1.294
H -0.612 2.629 0.950
H 2.797 2.559 0.439
H 2.503 2.919 -1.220
H 4.601 1.369 -0.878
H 3.375 0.728 -1.954
H 3.781 0.179 0.893
H 4.213 -0.929 -0.196
H 2.930 -2.271 1.082
H 1.392 -2.595 0.910
H 1.785 -1.413 2.188
H 2.229 -0.889 -2.208
H 0.820 -1.777 -1.566
H 2.366 -2.370 -1.375
H 0.216 2.576 -2.286
H -0.384 1.066 -1.997
H 1.132 1.017 -2.574
C -12.737 -0.822 -0.570
C -11.458 -0.901 -1.430
C -11.818 -0.492 -2.938
C -11.909 0.958 -3.053
C -10.772 1.786 -2.543
C -10.460 1.467 -0.994
N -10.305 -0.061 -0.930
O -9.775 -0.562 0.327
C -11.492 2.078 -0.010
C -9.034 2.169 -0.898
C -11.104 -2.436 -1.590
H -12.560 -1.120 0.463
H -13.449 -1.584 -0.889
H -13.227 0.136 -0.744
H -12.740 -0.930 -3.321
H -10.911 -0.777 -3.471
H -12.903 1.133 -2.641
H -11.939 1.259 -4.100
H -11.086 2.808 -2.754
H -9.964 1.653 -3.262
H -11.221 3.129 0.084
H -11.382 1.758 1.026
H -12.558 2.094 -0.239
H -9.010 3.174 -1.318
H -8.337 1.703 -1.594
H -8.623 2.187 0.111
H -11.929 -2.874 -2.152
H -11.106 -3.023 -0.672
H -10.117 -2.655 -1.996
C -3.014 9.149 -5.702
C -2.147 9.858 -6.722
C -2.523 11.289 -7.016
O -0.862 9.851 -6.243
H -3.114 8.092 -5.949
H -4.037 9.519 -5.759
H -2.548 9.090 -4.719
H -2.185 9.466 -7.738
H -3.062 11.742 -6.184
H -3.256 11.396 -7.816
H -1.671 11.924 -7.261
H -0.786 10.463 -5.507
C -0.234 7.874 7.445
C 0.926 8.823 7.633
C 1.770 8.666 6.344
O 0.602 10.137 7.609
H 0.095 6.849 7.269
H -0.952 8.298 6.744
H -0.835 7.844 8.353
H 1.509 8.618 8.531
H 1.195 9.197 5.585
H 1.987 7.645 6.031
H 2.719 9.192 6.455
H 0.154 10.452 8.398
C 9.879 6.826 -1.311
C 10.276 6.758 0.201
C 9.050 6.949 1.149
O 10.835 5.465 0.432
H 10.748 6.589 -1.924
H 9.508 7.830 -1.520
H 8.986 6.227 -1.489
H 11.089 7.440 0.447
H 8.428 6.055 1.185
H 8.369 7.729 0.809
H 9.296 7.122 2.197
H 11.715 5.470 0.047
C -5.036 -1.021 -8.079
C -6.355 -1.575 -7.482
C -6.746 -2.954 -8.006
O -6.133 -1.442 -6.123
H -5.316 -0.899 -9.125
H -4.159 -1.668 -8.115
H -4.722 -0.131 -7.534
H -7.176 -0.902 -7.727
H -7.443 -2.823 -8.833
H -7.002 -3.636 -7.195
H -5.867 -3.425 -8.445
H -6.917 -1.216 -5.616
C 7.336 -1.029 -9.215
C 7.589 -0.570 -7.791
O 8.753 0.220 -7.794
O 8.412 -1.848 -9.722
H 7.260 -0.065 -9.719
H 6.342 -1.470 -9.281
H 7.511 -1.266 -6.956
H 6.752 0.060 -7.489
H 9.011 0.306 -6.874
H 9.246 -1.373 -9.711
C 6.265 -11.295 1.389
C 6.940 -11.451 0.031
O 8.202 -10.754 -0.065
O 5.890 -9.995 1.617
H 6.967 -11.574 2.175
H 5.331 -11.845 1.500
H 6.381 -11.117 -0.843
H 7.268 -12.490 0.002
H 8.379 -10.571 -0.991
H 6.721 -9.517 1.661
C 11.308 -1.492 -1.378
C 12.259 -2.544 -1.173
O 12.759 -3.066 -2.339
O 11.859 -0.325 -1.987
H 10.759 -1.324 -0.451
H 10.541 -1.762 -2.102
H 11.811 -3.457 -0.780
H 13.020 -2.336 -0.422
H 12.859 -2.350 -2.970
H 11.787 0.529 -1.553
C 5.775 0.831 9.251
C 5.261 0.439 7.779
O 4.130 1.251 7.380
O 6.779 -0.204 9.651
H 5.076 0.915 10.083
H 6.212 1.826 9.167
H 4.857 -0.568 7.882
H 6.103 0.615 7.109
H 3.619 0.880 6.657
H 7.397 0.248 10.230
C -3.230 -7.351 0.003
C -4.018 -6.675 -1.129
O -4.452 -5.327 -0.773
O -3.172 -6.689 1.255
H -2.231 -7.615 -0.344
H -3.494 -8.384 0.228
H -4.824 -7.384 -1.319
H -3.362 -6.653 -1.999
H -4.299 -4.776 -1.545
H -2.617 -7.280 1.770
C -2.773 0.021 7.264
C -2.146 -1.210 7.948
O -2.149 -2.312 7.030
O -4.041 -0.328 6.742
H -2.233 0.403 6.397
H -2.567 0.832 7.963
H -2.673 -1.379 8.887
H -1.117 -1.066 8.275
H -1.545 -2.929 7.448
H -4.643 0.361 7.034
C 0.042 -10.516 6.823
C -1.295 -10.194 7.602
O -2.462 -10.513 6.881
O 0.246 -9.450 5.825
H -0.114 -11.513 6.410
H 0.933 -10.507 7.450
H -1.277 -9.115 7.756
H -1.304 -10.662 8.587
H -3.201 -9.915 7.014
H 1.106 -9.486 5.402